Here is a structure of composition C39H42F5N6RbS2Te from the Open Molecules 2025 dataset. Energies are from ωB97M-V/def2-TZVPD.

```
! wB97M-V def2-TZVPD RIJCOSX def2/J DEFGRID3
* xyz -2 1
Rb -0.06324 0.34178 0.00475
C -0.39426 3.95362 -2.25865
C 0.74648 2.94838 -2.46682
C 1.78836 2.89503 -1.32560
N 2.15350 1.51396 -1.10520
C 3.35336 1.09190 -0.91300
C 4.49786 1.95605 -0.72014
C 5.84067 1.71616 -0.85774
C 6.52479 0.54873 -1.21786
C 5.93811 -0.69935 -1.38477
C 4.64071 -1.13395 -1.18360
C 3.44535 -0.42891 -0.81964
N 2.33145 -1.00154 -0.48369
C 2.20523 -2.43590 -0.44698
C 0.73162 -2.87972 -0.48329
C 0.02881 -2.65697 -1.84119
N -0.86555 -1.51780 -1.80049
C -1.52554 -1.18529 -2.85602
C -1.41298 -1.83052 -4.14314
C -2.35180 -1.96854 -5.13888
C -3.67897 -1.53569 -5.19664
C -4.27337 -0.65587 -4.28941
C -3.71533 0.07261 -3.26349
C -2.36636 0.07437 -2.75660
N -1.79544 1.07201 -2.16641
C -2.45185 2.36246 -2.13417
C -1.58077 3.42044 -1.44133
H -0.77567 4.28177 -3.23214
H -0.00146 4.85244 -1.76719
H 1.27267 3.17104 -3.39922
H 0.31078 1.95667 -2.57208
H 1.34074 3.29675 -0.40215
H 2.63335 3.54875 -1.58100
H 4.23988 2.97316 -0.44730
H 6.47183 2.58534 -0.68002
H 7.59752 0.62099 -1.35634
H 6.62647 -1.49000 -1.68036
H 4.50411 -2.19948 -1.32045
H 2.67642 -2.83909 0.46517
H 2.70155 -2.93610 -1.29357
H 0.15596 -2.36317 0.29334
H 0.71736 -3.94849 -0.23993
H -0.52207 -3.56704 -2.12236
H 0.80709 -2.52005 -2.60566
H -0.46124 -2.32093 -4.31689
H -2.01961 -2.55462 -5.99428
H -4.28605 -1.89038 -6.02172
H -5.33053 -0.46038 -4.45999
H -4.37481 0.77997 -2.77195
H -3.40849 2.31413 -1.59374
H -2.69840 2.69537 -3.15599
H -1.22799 2.99860 -0.49457
H -2.22427 4.26376 -1.17295
F -4.71222 -2.77492 5.20913
C -4.31536 -1.55442 4.79041
C -3.05722 -1.36197 4.25145
F -2.21227 -2.41458 4.15616
C -2.65971 -0.10947 3.83764
F -1.41990 0.02172 3.33003
C -3.45695 1.04439 3.94604
S -2.91033 2.60459 3.46276
C -4.72904 0.79195 4.48744
F -5.60851 1.79893 4.63689
C -5.14956 -0.45743 4.90088
F -6.38138 -0.62170 5.42677
C 3.59502 -4.19480 3.01417
N 3.28082 -2.78035 3.13256
C 2.25575 -2.27356 3.87806
S 2.45621 -0.85335 4.74221
N 1.08421 -2.94087 3.86647
C 0.64588 -3.82946 2.80085
H 4.62823 -4.27545 2.68323
H 2.97507 -4.70101 2.27677
H 3.49346 -4.71236 3.97310
H 4.07876 -2.16612 3.17603
H 0.35754 -2.45327 4.36868
H 0.87278 -4.87502 3.01878
H 1.10904 -3.54857 1.85682
H -0.42984 -3.72726 2.69430
C 1.17461 4.22179 2.81760
Te 0.95572 2.10562 3.12410
C 3.01532 2.07187 2.52081
C 3.55071 3.46007 2.73653
C 4.91832 3.72009 2.76064
C 5.39214 5.00123 3.00030
C 4.49605 6.04022 3.21596
C 3.13204 5.79256 3.17059
C 2.64865 4.51117 2.92097
H 0.58683 4.77102 3.55021
H 0.80340 4.47617 1.82325
H 3.07600 1.78738 1.47161
H 3.55649 1.32937 3.10363
H 5.61037 2.90440 2.58686
H 6.45925 5.18708 3.02419
H 4.85869 7.04045 3.42101
H 2.42880 6.60256 3.32880
*
```

E_HOMO = -1.690 eV
Molar mass = 967.00 g mol⁻¹
Max |F| = 0.93 eV/Å
LUMO = 3.527 eV
Frontier orbital gap = 5.22 eV

Atom-resolved charges from natural (NBO), all expressed in e: Rb 0.87; C -0.39; C -0.41; C -0.25; N -0.55; C 0.31; C -0.41; C -0.15; C -0.40; C -0.16; C -0.37; C 0.20; N -0.56; C -0.24; C -0.39; C -0.25; N -0.54; C 0.26; C -0.43; C -0.09; C -0.43; C -0.15; C -0.40; C 0.25; N -0.55; C -0.24; C -0.39; H 0.19; H 0.19; H 0.19; H 0.25; H 0.18; H 0.17; H 0.20; H 0.19; H 0.18; H 0.18; H 0.18; H 0.17; H 0.16; H 0.19; H 0.18; H 0.18; H 0.18; H 0.20; H 0.17; H 0.18; H 0.18; H 0.20; H 0.18; H 0.17; H 0.20; H 0.20; F -0.32; C 0.21; C 0.29; F -0.34; C 0.27; F -0.32; C -0.24; S -0.44; C 0.28; F -0.31; C 0.25; F -0.32; C -0.42; N -0.62; C 0.31; S -0.30; N -0.60; C -0.43; H 0.21; H 0.20; H 0.19; H 0.41; H 0.43; H 0.18; H 0.23; H 0.23; C -0.67; Te 0.51; C -0.72; C 0.07; C -0.22; C -0.23; C -0.23; C -0.20; C -0.06; H 0.23; H 0.22; H 0.25; H 0.24; H 0.21; H 0.20; H 0.20; H 0.20

Here is a structure of composition C40H57O3PtSe2 from the Open Molecules 2025 dataset. Energies are from ωB97M-V/def2-TZVPD.

```
! wB97M-V def2-TZVPD RIJCOSX def2/J DEFGRID3
* xyz -1 3
Pt 0.08205 -1.64179 -0.92108
C -4.68260 4.62267 -0.64828
C -3.31776 4.27964 -0.03598
C -3.41082 4.37426 1.49381
C -2.30513 5.32003 -0.51520
C -2.90757 2.86205 -0.42816
C -1.72881 2.56654 -1.09205
C -1.38358 1.25192 -1.36408
Se 0.25367 0.86712 -2.28578
C 1.57249 1.18866 -0.91869
C 1.75771 2.44307 -0.37283
C 2.76320 2.67806 0.55724
C 3.61676 1.61423 0.84615
C 3.48070 0.34008 0.30204
C 2.38783 0.08920 -0.56993
O 2.13758 -1.11419 -1.04431
C 4.46761 -0.78311 0.63436
C 5.07561 -1.32775 -0.66816
C 3.75816 -1.91296 1.39472
C 5.62708 -0.29897 1.50940
C 2.89059 4.05950 1.19776
C 1.60342 4.37987 1.97182
C 4.06533 4.13988 2.17272
C 3.09850 5.12409 0.11119
C -2.21106 0.15504 -1.03209
O -1.86734 -1.06633 -1.38525
C -3.42698 0.44737 -0.35385
C -3.72098 1.77978 -0.09376
C -4.46715 -0.59660 0.09296
C -5.71898 -0.43219 -0.78415
C -4.84957 -0.36457 1.56442
C -4.00662 -2.05319 -0.01302
H -4.98718 5.63339 -0.36150
H -5.45649 3.93085 -0.31336
H -4.63755 4.57116 -1.73797
H -3.70992 5.38090 1.80066
H -2.44441 4.14693 1.94934
H -4.14096 3.66668 1.89065
H -2.63799 6.31855 -0.22224
H -2.19835 5.30524 -1.60180
H -1.32043 5.15365 -0.07220
H -1.05680 3.35079 -1.41353
H 1.09410 3.24440 -0.67609
H 4.43313 1.78581 1.53165
H 4.30136 -1.70120 -1.33402
H 5.77168 -2.14150 -0.44336
H 5.62747 -0.53880 -1.18604
H 2.87383 -2.26110 0.86373
H 3.45478 -1.56947 2.38652
H 4.44031 -2.75891 1.52481
H 6.19548 0.49984 1.02663
H 6.30789 -1.13475 1.68739
H 5.28288 0.05887 2.48245
H 1.45273 3.65931 2.77856
H 0.72763 4.33485 1.32135
H 1.65425 5.38180 2.40833
H 3.95748 3.42300 2.98927
H 4.11102 5.14087 2.60839
H 5.01652 3.94771 1.67188
H 2.26380 5.14574 -0.59069
H 4.00782 4.91935 -0.45731
H 3.18659 6.11760 0.56037
H -4.65334 1.99247 0.41643
H -6.14590 0.56941 -0.69235
H -6.48283 -1.15755 -0.48904
H -5.47470 -0.60025 -1.83535
H -5.27881 0.62363 1.73770
H -3.97532 -0.48423 2.20626
H -5.59926 -1.10292 1.86184
H -3.83615 -2.34612 -1.04532
H -4.79349 -2.69027 0.40472
H -3.08708 -2.23107 0.54443
C 0.83724 -7.61094 -4.47482
C 0.65001 -6.63702 -3.34170
C 1.73610 -6.12343 -2.64906
C 1.57959 -5.23844 -1.58513
C 2.79121 -4.66349 -0.90790
C 0.28806 -4.86517 -1.20161
Se 0.03108 -3.67676 0.29915
C -0.82394 -5.34790 -1.90359
C -2.21332 -4.88537 -1.56930
C -0.62175 -6.22982 -2.95856
H 1.87692 -7.63687 -4.80243
H 0.21839 -7.34267 -5.33297
H 0.55780 -8.62413 -4.17510
H 2.74072 -6.40691 -2.94806
H 3.70581 -5.07686 -1.33562
H 2.78272 -4.86469 0.16516
H 2.80734 -3.57691 -1.02346
H -2.29044 -3.80333 -1.69565
H -2.46618 -5.09312 -0.52787
H -2.94826 -5.36988 -2.21365
H -1.48596 -6.59730 -3.50426
C -0.98091 1.14886 2.16789
C -0.74870 -0.29793 2.51902
C 0.68612 -0.73518 2.60871
O -1.66702 -1.05768 2.73886
H -0.40887 1.79273 2.84204
H -2.04047 1.38813 2.20924
H -0.60687 1.33954 1.15806
H 1.26716 -0.34932 1.77082
H 0.75287 -1.82045 2.64499
H 1.11648 -0.31377 3.52366
*
```

E_HOMO (alpha / beta) = -3.762 / -4.846 eV
Molar mass = 938.89 g mol⁻¹
Max |F| = 0.13 eV/Å
Energy above the lowest of the compared OMol25 structures with the same formula, charge and spin = 0.000 eV
LUMO (alpha / beta) = 2.412 / 1.917 eV
Frontier orbital gap (alpha / beta) = 6.17 / 6.76 eV
Expectation value of S² = 2.01

Atom charges from the Löwdin analysis, given in e for atoms 1 to 99: Pt 0.79; C -0.05; C -0.56; C -0.05; C -0.07; C -0.19; C -0.09; C -0.44; Se 1.13; C -0.42; C -0.08; C -0.18; C 0.02; C -0.10; C -0.43; O -0.33; C -0.53; C -0.04; C -0.04; C -0.08; C -0.56; C -0.05; C -0.07; C -0.05; C -0.39; O -0.33; C -0.08; C -0.01; C -0.52; C -0.05; C -0.05; C -0.06; H 0.08; H 0.07; H 0.09; H 0.08; H 0.08; H 0.08; H 0.08; H 0.09; H 0.07; H 0.08; H 0.09; H 0.08; H 0.07; H 0.08; H 0.09; H 0.04; H 0.08; H 0.09; H 0.08; H 0.08; H 0.08; H 0.08; H 0.07; H 0.08; H 0.08; H 0.08; H 0.08; H 0.07; H 0.09; H 0.08; H 0.10; H 0.07; H 0.08; H 0.09; H 0.07; H 0.07; H 0.08; H 0.07; H 0.09; H 0.07; C -0.07; C -0.28; C -0.03; C -0.30; C -0.09; C -0.51; Se 0.70; C -0.30; C -0.09; C -0.03; H 0.07; H 0.07; H 0.07; H 0.11; H 0.07; H 0.07; H 0.05; H 0.05; H 0.07; H 0.07; H 0.11; C 0.00; C -0.49; C -0.04; O 0.05; H 0.08; H 0.08

Here is a structure of composition C24H20IN2OPReS from the Open Molecules 2025 dataset. Energies are from ωB97M-V/def2-TZVPD.

```
! wB97M-V def2-TZVPD RIJCOSX def2/J DEFGRID3
* xyz 2 4
Re 0.01475 0.40028 -0.35592
O 1.47855 -0.44094 1.70452
C 0.51313 -0.94023 1.17935
C -0.14622 -2.23805 1.43049
C 0.29668 -3.12267 2.40673
C -0.37576 -4.32266 2.57186
C -1.47417 -4.62284 1.76672
C -1.91560 -3.72916 0.79796
C -1.23796 -2.53162 0.63059
P -1.75805 -1.23150 -0.50566
C -3.42201 -0.74991 -0.01254
C -4.54572 -1.30874 -0.61974
C -5.81179 -1.00037 -0.13749
C -5.95667 -0.14463 0.94513
C -4.83838 0.40389 1.56385
C -3.57325 0.09990 1.08723
C -1.80897 -1.89683 -2.17439
C -2.29824 -1.08732 -3.20720
C -2.27409 -1.54745 -4.51656
C -1.76284 -2.81270 -4.79871
C -1.26383 -3.60946 -3.77735
C -1.27994 -3.15025 -2.46468
H 1.15089 -2.86625 3.02121
H -0.05445 -5.02407 3.33222
H -1.99832 -5.56042 1.90348
H -2.78557 -3.96506 0.19322
H -4.44347 -1.98549 -1.45690
H -6.68595 -1.43216 -0.61023
H -6.94675 0.09260 1.31595
H -4.95597 1.06626 2.41501
H -2.70405 0.51350 1.58532
H -2.72476 -0.11356 -2.98758
H -2.67694 -0.93469 -5.31557
H -1.77023 -3.18424 -5.81795
H -0.87277 -4.59669 -3.99895
H -0.88357 -3.77472 -1.67022
I 1.00662 2.97496 0.01698
C -0.83485 2.02561 0.65862
H -1.66223 2.58816 0.24048
H -0.82623 2.05511 1.74306
S 1.72712 -0.92069 -1.65351
C 1.24790 -0.00797 -3.00301
N 1.83241 -0.12541 -4.21764
C 1.47804 0.63214 -5.28409
C 0.49787 1.56052 -5.14385
C -0.09371 1.65247 -3.88684
N 0.25794 0.88683 -2.85592
H 2.57781 -0.80542 -4.31360
H 2.01430 0.45119 -6.20619
H 0.19576 2.18987 -5.96885
H -0.89286 2.36368 -3.70804
*
```

E_HOMO (alpha / beta) = -14.679 / -14.632 eV
Molar mass = 728.59 g mol⁻¹
Max |F| = 0.61 eV/Å
Energy above the lowest of the compared OMol25 structures with the same formula, charge and spin = 0.000 eV
LUMO (alpha / beta) = -6.961 / -7.553 eV
Frontier orbital gap (alpha / beta) = 7.72 / 7.08 eV
Expectation value of S² = 3.78

Atom-resolved charges from natural (NBO), all expressed in e: Re 0.84; O -0.45; C 0.40; C -0.22; C -0.13; C -0.17; C -0.14; C -0.21; C -0.25; P 1.08; C -0.33; C -0.20; C -0.19; C -0.16; C -0.18; C -0.21; C -0.43; C -0.20; C -0.21; C -0.17; C -0.21; C -0.12; H 0.25; H 0.25; H 0.25; H 0.24; H 0.23; H 0.24; H 0.24; H 0.24; H 0.21; H 0.22; H 0.24; H 0.24; H 0.24; H 0.23; I 0.34; C -0.83; H 0.25; H 0.25; S 0.00; C 0.29; N -0.49; C 0.15; C -0.31; C 0.19; N -0.55; H 0.46; H 0.26; H 0.28; H 0.24

Here is a structure of composition C13H44F3Hf2N2O22S3 from the Open Molecules 2025 dataset. Energies are from ωB97M-V/def2-TZVPD.

```
! wB97M-V def2-TZVPD RIJCOSX def2/J DEFGRID3
* xyz 3 1
Hf -5.92643 25.07181 21.33244
Hf -4.76936 19.50520 21.74622
S -7.16843 22.29005 21.62947
O -6.85168 23.15815 20.51617
O -6.75926 23.28465 22.57010
O -8.58807 22.01175 21.75800
O -6.31982 21.11503 21.62008
S -3.48817 22.29545 21.71547
O -4.37605 23.40521 21.36540
O -2.11783 22.74534 21.89456
O -4.08450 21.44127 22.78256
O -3.59359 21.20708 20.76094
C -0.95930 16.82305 20.88188
F 0.29101 16.55142 20.53800
F -1.80655 15.80679 20.61238
F -1.05016 17.11492 22.15805
S -1.65373 18.34667 19.80161
O -2.88641 18.75000 20.57926
O -0.53367 19.29206 19.82790
O -1.96296 17.82069 18.46460
C 4.50388 21.85946 22.53183
O 3.50889 22.48390 23.27072
C 2.63842 23.34118 22.53746
C 1.29207 23.42177 23.26905
N 1.21836 24.52553 24.33243
C 2.19217 24.27594 25.38364
C 2.10588 25.36937 26.50997
O 3.06578 25.13801 27.52073
C 3.13937 26.29869 28.40508
H 4.19685 21.50377 21.54830
H 4.90898 21.00451 23.07318
H 5.24240 22.63515 22.32941
H 2.45321 22.93883 21.54152
H 3.06691 24.33170 22.38455
H 1.11935 22.45259 23.73697
H 0.45674 23.44900 22.56936
H 1.35743 25.43462 23.91492
H 3.19916 24.37653 24.97875
H 2.11634 23.24613 25.73269
H 1.10720 25.38541 26.94644
H 2.20957 26.36506 26.07873
H 3.80481 26.10913 29.24732
H 2.16888 26.48740 28.86401
H 3.51969 27.14430 27.83202
C -3.67627 29.71681 17.60867
O -2.69355 29.21432 18.38904
C -3.04760 29.26683 19.77280
C -1.90286 28.93224 20.71698
N -1.55429 27.54491 20.41545
C -0.32276 26.97207 20.97874
C -0.10068 25.57292 20.31784
O 0.10680 25.85025 18.90479
C 0.28090 24.60645 18.21964
H -3.88959 30.74516 17.90038
H -4.59274 29.14974 17.77180
H -3.38298 29.69748 16.55904
H -3.89297 28.60977 19.97700
H -3.41857 30.24473 20.07976
H -2.12022 28.97892 21.78407
H -1.08927 29.65740 20.69956
H -1.42508 27.45346 19.41793
H -0.52739 26.81654 22.03801
H 0.53075 27.62757 20.80567
H -0.99915 24.99839 20.54315
H 0.77037 25.08994 20.76070
H 1.20544 24.18552 18.61477
H 0.25637 24.77332 17.14277
H -0.55279 23.93705 18.43168
O -3.70426 25.89573 21.58734
H -3.42192 26.63046 21.04265
H -2.90684 25.60443 22.02949
O -5.43274 19.57477 19.46541
H -5.66717 20.36333 18.97608
H -5.45889 18.87243 18.81558
O 0.12920 21.81547 20.28266
H -0.10979 20.93947 19.97977
H -0.63168 22.11278 20.78157
O -0.50921 20.79506 22.79653
H 0.02713 20.79786 22.00371
H -1.03605 21.59166 22.73269
O -1.72300 24.81731 23.43696
H -0.79225 24.88143 23.65106
H -1.77014 24.12680 22.77574
O -5.77751 19.56734 23.91901
H -6.72050 19.66396 24.05186
H -5.40380 19.62833 24.79814
O -2.67436 19.28888 23.12848
H -1.89682 19.84610 23.09385
H -2.45510 18.61039 23.76707
*
```

E_HOMO = -15.116 eV
Molar mass = 1090.66 g mol⁻¹
Max |F| = 8.43 eV/Å
LUMO = -13.504 eV
Frontier orbital gap = 1.61 eV

Atom-resolved charges from Löwdin, all expressed in e: Hf 2.29; Hf 2.22; S 0.28; O -0.41; O -0.38; O -0.18; O -0.40; S 0.42; O -0.41; O -0.27; O -0.39; O -0.35; C -0.61; F 0.19; F 0.13; F 0.15; S 0.66; O -0.49; O -0.28; O -0.26; C -0.09; O -0.18; C -0.19; C -0.14; N 0.01; C -0.15; C -0.21; O -0.14; C -0.04; H 0.09; H 0.10; H 0.10; H 0.11; H 0.13; H 0.12; H 0.07; H 0.12; H 0.13; H 0.14; H 0.12; H 0.12; H 0.10; H 0.09; H 0.10; C -0.13; O -0.15; C -0.21; C -0.17; N -0.06; C -0.16; C -0.19; O -0.18; C -0.07; H 0.10; H 0.08; H 0.11; H 0.09; H 0.13; H 0.13; H 0.14; H 0.11; H 0.10; H 0.14; H 0.09; H 0.11; H 0.09; H 0.10; H 0.07; O -0.11; H 0.04; H 0.03; O -0.04; H 0.11; H 0.12; O -0.04; H -0.02; H -0.02; O -0.02; H 0.04; H 0.00; O -0.03; H 0.01; H -0.04; O -0.03; H 0.11; H 0.12; O -0.08; H 0.01; H 0.10

Here is the ion C6H11N2 with charge +1 from the Open Molecules 2025 dataset. Energies are from ωB97M-V/def2-TZVPD.

```
! wB97M-V def2-TZVPD RIJCOSX def2/J DEFGRID3
* xyz 1 1
C 0.68166 1.18936 0.13300
C -0.61988 0.78599 0.90875
C -1.55158 -0.82258 -1.04051
C -0.19838 -1.22285 -0.66468
C 1.32823 2.53829 0.44967
C 0.65409 -2.38375 -0.44679
N 1.20957 0.45341 -0.72140
N -1.04882 -0.62177 0.35172
H -0.44658 0.70278 1.98542
H -1.34914 1.54437 0.83097
H -1.65607 0.07402 -1.59074
H -2.33663 -1.57733 -1.21564
H 0.94427 2.76483 1.33947
H 0.83377 3.35510 -0.29475
H 2.39630 2.53222 0.39580
H 0.93559 -2.47597 0.59552
H 1.54268 -2.29961 -1.14083
H 0.08526 -3.18030 -0.89619
H -1.40434 -1.35619 1.02120
*
```

E_HOMO (alpha / beta) = -13.316 / -13.313 eV
Molar mass = 111.17 g mol⁻¹
Max |F| = 5.17 eV/Å
Energy above the lowest of the compared OMol25 structures with the same formula, charge and spin = 5.361 eV
LUMO (alpha / beta) = -4.223 / -4.222 eV
Frontier orbital gap (alpha / beta) = 9.09 / 9.09 eV

Atom-resolved charges from natural (NBO), all expressed in e: C 0.19; C -0.25; C -0.24; C 0.31; C -0.63; C -0.70; N -0.27; N -0.41; H 0.25; H 0.25; H 0.26; H 0.26; H 0.21; H 0.25; H 0.26; H 0.25; H 0.29; H 0.25; H 0.45